1.
One molecule with the formula C3H6N2O in a non-equilibrium geometry. Source: the OMol25 dataset; level of theory: ωB97M-V/def2-TZVPD.

Results
- Relative energy (zero: lowest compared OMol25 entry of this formula, charge and spin): 408.7 kJ/mol
- Total energy: -302.53745 hartree
- LUMO: 0.93 eV
- Gap between HOMO and LUMO: 10.41 eV
- Spin multiplicity: 1
- Highest occupied orbital energy: -9.48 eV

Cartesian coordinates (Å):
O  -1.84610  -0.06218  0.63126
N  -0.89307  0.06475  -0.43770
N  0.93274  -1.30587  -0.07469
C  -0.30857  -1.23934  -0.35966
C  1.45675  0.19856  -0.10320
C  0.03906  0.99067  0.03004
H  -0.04704  2.02534  -0.29354
H  2.02373  0.22466  -1.14504
H  0.05776  0.78649  1.15896
H  -2.72131  0.13296  0.32865
H  -1.01464  -2.10660  -0.43301
H  2.32069  0.29056  0.69793

In the natural (NBO) picture, each atom carries the following charge in e: -0.60 -0.20 -0.42 0.22 -0.28 -0.28 0.23 0.20 0.21 0.48 0.21 0.22

2.
One molecule with the formula C17H30N4O3S in a non-equilibrium geometry. Source: the OMol25 dataset; level of theory: ωB97M-V/def2-TZVPD.

Results
- Relative energy (zero: lowest compared OMol25 entry of this formula, charge and spin): 25.8 kJ/mol
- Total energy: -1508.73500 hartree
- LUMO: 0.49 eV
- Gap between HOMO and LUMO: 9.78 eV
- Spin multiplicity: 1
- Highest occupied orbital energy: -9.29 eV

Cartesian coordinates (Å):
S  2.56808  0.29676  1.34755
O  -0.97121  0.70585  -2.91632
O  3.68036  -0.17101  0.57503
O  1.59242  -0.66193  1.79259
N  -0.77839  -1.19719  -1.71380
N  4.11488  2.27386  4.44247
N  2.35852  1.06601  3.91251
N  1.73194  1.55410  0.62357
C  -3.00396  -1.88841  -0.90057
C  -4.23291  -0.50553  0.86130
C  0.91823  0.47721  -1.43131
C  -3.42477  -0.49183  -0.43065
C  -7.16596  -2.82430  -3.71490
C  1.69451  1.49166  -2.27034
C  -2.04797  -1.76949  -2.09760
C  -0.36778  0.02453  -2.11457
C  -5.11879  -2.30787  -2.32763
C  -6.21802  -3.32421  -2.63182
C  2.56615  2.47417  -0.12636
C  3.15518  1.11062  2.80261
C  0.54828  1.13380  -0.09406
C  4.24082  1.86935  3.15706
C  2.94080  1.93901  -1.50943
C  2.98582  1.77765  4.87239
C  -4.18163  -2.81476  -1.23350
H  -7.93857  -3.56188  -3.91918
H  -5.76297  -4.26368  -2.95419
H  -4.41268  0.51181  1.20129
H  -2.44598  -2.36397  -0.08233
H  -4.55314  -2.11327  -3.23981
H  -3.99497  0.00178  -1.21809
H  3.46025  2.65206  0.47382
H  -0.25548  -1.67876  -0.99818
H  1.55522  -0.38811  -1.21773
H  -5.19615  -0.98747  0.71724
H  1.49964  0.53973  3.95153
H  -3.69482  -1.03770  1.64338
H  0.01918  0.43488  0.55568
H  1.04360  2.34259  -2.48222
H  3.61311  1.08950  -1.38127
H  2.00924  3.41239  -0.21736
H  -3.77560  -3.78213  -1.54202
H  -7.64775  -1.89999  -3.40351
H  -1.87612  -2.75817  -2.53620
H  -6.78462  -3.52852  -1.72009
H  -6.62250  -2.63166  -4.63725
H  -2.51943  0.09967  -0.27295
H  -5.58390  -1.37224  -2.01481
H  3.46601  2.71715  -2.06484
H  2.59878  1.91551  5.86175
H  5.09717  2.13114  2.57036
H  1.97689  1.04371  -3.22417
H  -2.46187  -1.10631  -2.85906
H  -0.07919  2.01314  -0.26806
H  -4.76113  -2.98802  -0.32476

In the natural (NBO) picture, each atom carries the following charge in e: 2.32 -0.63 -0.92 -0.96 -0.61 -0.45 -0.50 -0.66 -0.21 -0.61 -0.34 -0.40 -0.60 -0.39 -0.23 0.69 -0.40 -0.39 -0.23 -0.25 -0.23 -0.04 -0.43 0.18 -0.39 0.21 0.19 0.21 0.19 0.20 0.20 0.22 0.40 0.22 0.20 0.44 0.20 0.23 0.22 0.23 0.21 0.20 0.20 0.19 0.19 0.20 0.20 0.20 0.22 0.20 0.22 0.22 0.23 0.22 0.20

3.
One molecule with the formula C7H11NO in a non-equilibrium geometry. Source: the OMol25 dataset; level of theory: ωB97M-V/def2-TZVPD.

Results
- Relative energy (zero: lowest compared OMol25 entry of this formula, charge and spin): 534.2 kJ/mol
- Total energy: -403.13048 hartree
- LUMO: 0.70 eV
- Gap between HOMO and LUMO: 9.07 eV
- Spin multiplicity: 1
- Highest occupied orbital energy: -8.37 eV

Cartesian coordinates (Å):
O  -2.96963  -0.95209  0.24293
N  -0.28410  1.51000  0.12582
C  0.39758  0.67925  1.12780
C  0.41826  0.75754  -0.92600
C  2.06900  -0.80715  0.10481
C  -1.76246  1.17780  -0.09689
C  -0.54907  -1.13483  -0.23019
C  -1.88031  -0.43867  0.04233
C  0.66653  -0.40950  0.09063
H  -0.30733  -1.66480  -1.07700
H  -2.07682  1.42560  -1.08609
H  -0.49357  0.36123  1.77717
H  2.04552  -1.60383  -0.59835
H  2.82554  -1.37283  0.99585
H  -2.50807  1.48151  0.70636
H  2.68841  0.29214  -0.18036
H  -0.14544  0.27211  -1.75770
H  -0.69909  -1.98837  0.45593
H  1.20462  1.31116  -1.16230
H  1.36043  1.10373  1.44525

In the natural (NBO) picture, each atom carries the following charge in e: -0.53 -0.43 -0.22 -0.20 -0.59 -0.33 -0.56 0.61 -0.11 0.25 0.23 0.19 0.21 0.23 0.23 0.21 0.18 0.24 0.19 0.22

4.
One molecule with the formula C5H8O2 in a non-equilibrium geometry. Source: the OMol25 dataset; level of theory: ωB97M-V/def2-TZVPD.

Results
- Relative energy (zero: lowest compared OMol25 entry of this formula, charge and spin): 183.1 kJ/mol
- Total energy: -345.73520 hartree
- LUMO: 0.73 eV
- Gap between HOMO and LUMO: 9.68 eV
- Spin multiplicity: 1
- Highest occupied orbital energy: -8.96 eV

Cartesian coordinates (Å):
O  -0.66069  0.03569  2.96494
O  -0.58047  1.33977  -2.28435
C  -0.17532  -0.71267  2.20651
C  0.32188  -1.08586  -0.14438
C  0.36474  -1.52575  1.31439
C  -0.28942  0.31903  -0.04935
C  -0.01312  1.45040  -1.00369
H  -0.46110  2.33513  -0.53519
H  -1.36989  0.20701  0.10548
H  0.17153  0.72691  0.85455
H  -0.29609  -1.78401  -0.72767
H  0.70678  -2.48167  1.68461
H  1.07566  1.61949  -1.03210
H  1.31591  -1.07524  -0.61648
H  -0.11041  0.63177  -2.73729

In the natural (NBO) picture, each atom carries the following charge in e: -0.47 -0.71 0.70 -0.39 -0.54 -0.43 -0.06 0.18 0.21 0.20 0.21 0.26 0.15 0.21 0.46

5.
A 2-piece molecular cluster, C7H14N overall. Source: the OMol25 dataset; level of theory: ωB97M-V/def2-TZVPD.

Results
- Relative energy (zero: lowest compared OMol25 entry of this formula, charge and spin): 174.9 kJ/mol
- Total energy: -329.54091 hartree
- LUMO: -5.43 eV
- Net charge: +1
- Gap between HOMO and LUMO: 6.77 eV
- Spin multiplicity: 1
- Highest occupied orbital energy: -12.20 eV

Cartesian coordinates (Å):
N  2.49611  0.66837  1.29629
C  -2.01868  0.54849  -1.53314
C  -1.87648  -0.71273  -0.73821
C  1.34628  0.76843  0.43754
C  3.65293  0.25663  0.96418
C  -1.47880  -1.93845  -1.52702
C  0.27024  1.38981  0.89375
C  -2.17780  -0.82885  0.54701
H  -1.07079  0.91030  -1.94341
H  4.40297  0.18658  1.73723
H  -2.13218  -2.09244  -2.38710
H  -2.39007  0.03164  1.17820
H  1.50721  0.28104  -0.51178
H  -0.46504  -1.80036  -1.90663
H  0.41508  1.99307  1.78068
H  -0.66811  1.35349  0.37060
H  -1.49467  -2.82159  -0.88943
H  -2.66556  0.35681  -2.39614
H  -2.46639  1.36685  -0.96994
H  2.35425  0.94785  2.26495
H  -2.31601  -1.79312  1.01740
H  3.86111  -0.02947  -0.05460

In the natural (NBO) picture, each atom carries the following charge in e: -0.39 -0.67 0.02 -0.08 0.11 -0.64 -0.27 -0.42 0.20 0.24 0.23 0.19 0.23 0.20 0.21 0.26 0.22 0.25 0.22 0.44 0.21 0.23

6.
C3H2CdLiO2 as an isolated structure in a non-equilibrium geometry. Source: the OMol25 dataset; level of theory: ωB97M-V/def2-TZVPD.

Results
- Total energy: -440.90223 hartree
- LUMO (spin up / spin down): -0.72 / -0.76 eV
- Gap between HOMO and LUMO (spin up / spin down): 6.36 / 6.33 eV
- Spin multiplicity: 2
- Highest occupied orbital energy (spin up / spin down): -7.09 / -7.08 eV

Cartesian coordinates (Å):
Cd  -2.64539  0.32347  -0.45719
O  0.39652  -1.03156  0.61614
O  -1.07782  1.65524  -0.22735
C  0.88089  -0.51097  -0.62100
C  -0.43980  0.07735  -0.36050
C  -0.66227  0.58354  0.92861
Li  0.87877  0.02118  2.16834
H  0.89544  -1.24667  -1.43539
H  1.77365  0.12842  -0.61166

In the natural (NBO) picture, each atom carries the following charge in e: 0.86 -0.85 -0.91 -0.13 -0.22 -0.05 0.94 0.19 0.16

7.
A 2-piece molecular cluster, C5H6F2 overall in a non-equilibrium geometry. Source: the OMol25 dataset; level of theory: ωB97M-V/def2-TZVPD.

Results
- Relative energy (zero: lowest compared OMol25 entry of this formula, charge and spin): 675.8 kJ/mol
- Total energy: -393.54436 hartree
- LUMO: -0.86 eV
- Gap between HOMO and LUMO: 7.83 eV
- Spin multiplicity: 1
- Highest occupied orbital energy: -8.68 eV

Cartesian coordinates (Å):
F  0.30190  -1.75310  -1.63119
F  -0.94379  -2.58018  -0.18763
C  1.10791  1.03453  -0.41089
C  0.21537  0.26375  0.45275
C  -0.26168  0.55826  1.78581
C  -1.26160  0.46142  0.79801
C  0.28989  -2.23050  -0.41695
H  -1.99874  -0.15031  0.44357
H  -1.69299  1.50195  0.72741
H  2.10630  1.16359  -0.11996
H  0.14307  -0.90342  0.41647
H  1.17790  0.50493  -1.48220
H  0.81646  2.12908  -0.37522

In the natural (NBO) picture, each atom carries the following charge in e: -0.32 -0.32 -0.63 -0.35 0.17 -0.59 0.64 0.26 0.25 0.23 0.20 0.23 0.23

8.
A 3-piece molecular cluster, C29H42F8N4O6P overall. Source: the OMol25 dataset; level of theory: ωB97M-V/def2-TZVPD.

Results
- Relative energy (zero: lowest compared OMol25 entry of this formula, charge and spin): 0.0 kJ/mol
- Total energy: -2940.80859 hartree
- LUMO: -2.56 eV
- Net charge: +1
- Gap between HOMO and LUMO: 7.29 eV
- Spin multiplicity: 1
- Highest occupied orbital energy: -9.85 eV

Cartesian coordinates (Å):
P  -2.00441  -3.61470  -0.23370
F  -4.57030  2.12173  -0.10688
F  -8.55163  1.28569  2.55617
F  -5.09428  0.14529  0.66625
F  -7.49952  -0.78322  0.00266
F  -7.30047  1.52798  -1.58581
F  -6.96674  2.68028  0.26628
F  -7.63429  -0.72222  2.52329
F  -9.03829  0.77779  0.16595
O  -3.60384  -0.02902  -1.50933
O  -3.30744  -3.92108  0.62509
O  -1.98935  -4.06696  -1.62504
O  2.65131  -2.08837  -1.84255
O  -0.84166  -4.16633  0.71484
O  0.91386  1.65834  0.22405
N  -0.93122  -1.15871  -1.11960
N  0.80768  -3.21709  3.18106
N  2.63041  -0.52936  -4.08567
N  5.15678  3.75054  1.09427
C  -6.85081  1.45765  -0.30534
C  4.31864  1.69260  -2.35841
C  -0.69288  0.28039  -0.71874
C  -7.76357  0.47305  0.47077
C  2.48997  -2.14494  4.14765
C  1.57381  -1.18497  -1.97671
C  -1.67998  -1.82950  -0.01205
C  5.19893  0.63858  -2.11439
C  3.26846  1.32290  -0.21833
C  1.08281  -3.88934  4.34021
C  -0.69641  0.81833  1.79521
C  3.35544  2.03371  -1.41779
C  0.38961  -1.89910  -1.30259
C  -1.71942  -1.15787  -2.43031
C  5.96905  5.77412  0.72251
C  5.11316  -0.07467  -0.92877
C  0.13880  0.52640  0.55327
C  2.22205  1.71266  0.79201
C  -5.34344  1.03609  -0.35753
C  5.82695  5.59042  2.12496
C  -7.55678  0.53883  2.01969
C  5.32587  4.33221  2.32266
C  1.66173  -2.15195  3.05800
C  -4.93732  0.40541  -1.67667
C  5.54905  4.62201  0.11426
C  2.12148  -3.24962  4.96132
C  4.14855  0.26703  0.01477
C  -3.22653  -1.14091  -2.29391
C  1.37719  -0.90581  -3.46512
H  -1.67400  0.74324  -0.62074
H  0.61654  -0.11346  -3.54473
H  -1.43543  -2.03441  -3.00922
H  0.09597  -3.45071  2.51498
H  0.51945  -4.76054  4.62689
H  -3.60834  -2.06291  -1.84542
H  4.39111  2.26293  -3.27763
H  -1.30072  -0.02911  2.12006
H  5.79317  -0.89535  -0.73826
H  -5.60933  -0.42947  -1.89234
H  2.91211  -2.15717  -0.91834
H  2.57018  -3.54005  5.89568
H  -0.18481  0.75590  -1.55520
H  -1.05093  -1.74647  0.87507
H  6.34159  6.65075  0.22025
H  2.68350  2.86194  -1.60798
H  1.81678  -0.23512  -1.48691
H  4.80574  2.82407  0.93489
H  -1.34329  1.67629  1.60684
H  -0.85072  -5.13421  0.78755
H  0.71078  -2.19702  -0.30261
H  2.37123  2.74368  1.12464
H  -3.64006  -1.09956  -3.30798
H  -2.59630  -1.27702  0.20438
H  1.61135  -1.49047  2.20722
H  5.07888  3.80506  3.22841
H  0.98396  -1.79506  -3.96345
H  -6.59574  0.97294  2.29443
H  4.08655  -0.28291  0.94994
H  -4.09259  -3.42252  0.36416
H  0.16521  -2.81369  -1.85216
H  -0.03029  1.06939  2.62290
H  -5.00985  1.14943  -2.47194
H  3.27357  -1.43222  4.34198
H  -1.40181  -0.26899  -2.96981
H  2.56690  -0.55511  -5.09248
H  2.93158  0.39178  -3.79491
H  5.49847  4.34768  -0.92541
H  0.80314  -0.32520  0.75934
H  2.28462  1.07035  1.67668
H  5.95158  0.37903  -2.84843
H  6.06922  6.30003  2.89773

In the Mulliken picture, each atom carries the following charge in e: 0.60 -0.37 -0.28 -0.39 -0.28 -0.32 -0.30 -0.25 -0.29 -0.01 -0.54 -0.68 -0.66 -0.46 -0.44 0.81 0.13 -0.49 0.10 0.25 -1.27 -1.67 0.82 -0.59 1.50 -0.14 -0.18 0.03 -0.52 -1.61 0.25 -1.44 -0.41 -0.68 -0.80 2.21 -1.03 1.24 -0.48 0.27 -0.47 -0.16 -1.21 -0.23 -0.73 -0.12 -1.17 -0.85 0.67 0.30 0.35 0.20 0.41 0.39 0.57 0.29 0.46 0.57 0.48 0.40 0.52 -0.14 0.41 0.32 -1.09 0.34 0.41 0.36 0.57 0.42 0.63 0.59 0.31 0.36 0.54 0.20 0.58 0.38 0.72 0.42 0.35 0.45 0.52 0.27 0.10 0.36 -0.91 0.40 0.43 0.41